(1)
Formula: C4H12N2O
Source: OMol25
Level of theory: ωB97M-V/def2-TZVPD

Structure (XYZ):
```
19
Properties=species:S:1:pos:R:3:forces:R:3:nbo_charge:R:1
C -0.380457 0.401189 -2.153851 2.45 0.34 1.03 -0.65
C -0.365718 1.716563 -1.163083 0.83 -2.12 -0.40 -0.41
C -0.217018 1.467386 0.394478 1.53 1.24 -1.08 -0.22
N -0.250961 -1.474331 2.194928 0.68 2.00 0.36 -0.84
C 0.389680 -0.251696 1.798014 -1.18 -2.23 -0.63 0.40
N 0.547416 0.167357 0.577925 -2.20 0.02 1.54 -0.68
H -1.148867 0.755165 -2.824079 -0.70 -1.49 -0.32 0.20
H -0.280306 -0.610684 -1.618635 -1.46 1.55 -0.73 0.26
H 0.540983 0.286420 -2.823991 -0.85 0.85 0.95 0.20
H -1.343359 2.177027 -1.509613 1.66 0.49 1.10 0.21
H 0.608016 2.204757 -1.305996 -0.87 0.66 -1.02 0.21
H 0.393332 2.397601 0.799263 -1.34 -1.69 -0.42 0.17
H -1.244145 1.489280 0.794962 0.59 -0.49 0.49 0.18
H -0.557619 -1.453089 3.223877 0.70 -0.55 -2.51 0.40
H -0.686417 -2.078237 1.443024 0.72 1.07 1.45 0.44
H 0.795264 0.259374 2.664236 -0.48 0.62 0.64 0.13
H 1.355860 -3.181633 -0.282908 -0.34 -0.40 -0.13 0.46
H 1.181680 -1.757898 0.007032 0.12 1.59 0.13 0.49
O 0.662636 -2.514552 -0.215584 0.15 -1.49 -0.44 -0.95
```
Positions in Å, forces in eV/Å.

Values from the calculation:
strongest force on any atom: 2.69 eV/Å
SMILES: CCC/N=C/N.O
HOMO-LUMO gap: 8.9 eV
calculated total energy: -9367.120 eV
E_LUMO: 0.912 eV
energy relative to the best compared isomer or geometry (same formula, charge and spin): 93.95 kcal/mol

---

(2)
Formula: C33H32IN5O2Pt
Source: OMol25
Level of theory: ωB97M-V/def2-TZVPD

Structure (XYZ):
```
74
Properties=species:S:1:pos:R:3:forces:R:3:lowdin_charge:R:1
Pt -0.213596 -0.250036 0.439379 -0.11 0.12 0.16 1.18
C -2.718219 0.291586 -3.088551 0.01 -0.06 0.02 0.02
O -2.667176 -1.119629 -2.654633 0.04 0.13 -0.02 0.09
C -1.906353 -1.135143 -1.595287 0.00 -0.20 0.03 -0.33
N -1.484179 -0.015210 -1.122674 0.09 0.06 -0.11 -0.03
C -2.000314 1.082388 -1.960454 -0.08 -0.07 0.09 -0.21
C -2.903766 2.025525 -1.200877 0.04 0.02 -0.03 -0.21
C -3.625503 1.615180 -0.086532 -0.02 -0.01 0.00 -0.04
C -4.519282 2.486279 0.522919 0.01 -0.01 0.01 -0.06
C -4.699853 3.766383 0.018861 0.01 0.01 0.00 -0.07
C -3.972312 4.182956 -1.088617 0.01 0.00 0.01 -0.06
C -3.072076 3.316842 -1.692410 0.01 0.02 0.01 -0.04
C -1.486157 -2.395113 -0.937365 0.00 0.18 -0.01 -0.15
C -1.834085 -3.698334 -1.229794 0.00 -0.03 0.00 0.07
C -1.280923 -4.710171 -0.447577 0.01 0.01 0.01 0.03
C -0.407941 -4.409430 0.595074 -0.02 -0.05 -0.03 0.07
C -0.108569 -3.080750 0.822030 0.08 0.13 0.07 -0.13
N -0.641206 -2.123593 0.061319 -0.09 -0.08 -0.08 -0.05
C 0.778563 -2.470347 1.838299 -0.08 -0.09 -0.09 -0.30
N 0.915202 -1.190475 1.855106 0.07 0.05 0.04 -0.02
C 1.877547 -0.828018 2.913462 -0.09 -0.09 0.00 -0.21
C 2.206923 -2.220055 3.521547 -0.01 -0.02 -0.07 0.02
O 1.432858 -3.183560 2.712394 0.11 0.10 0.04 0.09
C 1.314219 0.168808 3.892654 0.03 0.06 -0.01 -0.21
C 2.166888 1.111487 4.455233 0.00 0.04 0.01 -0.03
C 1.691992 2.006262 5.404745 0.00 -0.04 0.02 -0.07
C 0.357457 1.969645 5.784601 0.02 -0.01 0.00 -0.07
C -0.500358 1.037433 5.214288 0.00 0.00 0.00 -0.06
C -0.022994 0.135534 4.274455 -0.01 0.01 -0.01 -0.04
H -3.762672 0.560518 -3.205221 -0.03 -0.02 0.02 0.15
H -2.199433 0.335945 -4.041883 -0.01 0.01 -0.01 0.14
H -1.150408 1.635174 -2.361005 0.03 -0.02 -0.02 0.16
H -3.499653 0.614976 0.311755 -0.01 0.00 0.00 0.11
H -5.083871 2.159772 1.386505 0.00 0.00 -0.01 0.11
H -5.407360 4.438302 0.486199 0.00 0.00 0.00 0.12
H -4.109248 5.180202 -1.485553 0.00 -0.01 0.00 0.12
H -2.508150 3.645107 -2.559495 -0.01 -0.01 0.01 0.12
H -2.515664 -3.912760 -2.041319 0.01 -0.01 0.00 0.14
H -1.533775 -5.741692 -0.651667 0.00 0.01 0.00 0.14
H 0.029178 -5.181295 1.213078 -0.01 0.00 0.00 0.14
H 2.757865 -0.399734 2.433175 0.02 -0.01 -0.04 0.14
H 1.880147 -2.325005 4.551599 -0.05 -0.01 0.01 0.14
H 3.250748 -2.500459 3.421391 0.01 0.00 0.02 0.14
H 3.209518 1.143923 4.156395 -0.01 -0.01 0.01 0.12
H 2.363962 2.728962 5.848697 0.00 -0.01 0.00 0.12
H -0.012882 2.661170 6.529775 0.00 0.00 0.00 0.12
H -1.540456 1.006219 5.511042 0.00 0.00 0.00 0.11
H -0.700865 -0.588961 3.836795 0.01 -0.01 0.01 0.11
I 1.996391 -1.436397 -2.504980 -0.04 -0.03 -0.01 0.91
C 3.217549 -0.147987 -1.375752 0.01 0.02 0.00 -0.78
C 4.577477 -0.137510 -1.650405 0.04 0.02 0.01 -0.12
C 5.369537 0.723107 -0.908366 0.03 -0.03 -0.03 -0.04
C 4.776983 1.521720 0.059208 -0.01 0.03 0.02 -0.04
C 3.409940 1.424464 0.242247 -0.03 0.01 0.00 -0.16
N 2.629826 0.599065 -0.464218 0.03 -0.05 0.00 -0.02
H 4.996143 -0.773482 -2.416560 0.00 0.00 0.00 0.10
H 6.435563 0.770192 -1.088067 -0.01 0.00 0.00 0.12
H 5.361629 2.209994 0.653751 0.00 -0.01 0.00 0.11
H 2.903210 2.032708 0.985941 0.01 -0.01 0.00 0.09
C -1.390423 4.578198 2.001926 -0.02 -0.02 0.01 -0.01
C 0.036029 4.220458 1.562232 0.03 -0.18 -0.03 -0.56
C 1.033995 4.412546 2.713092 -0.03 -0.01 0.00 -0.02
C 0.448894 5.027947 0.323790 0.00 -0.02 -0.01 -0.02
C 0.038810 2.790304 1.193537 0.02 0.23 0.05 -0.06
N 0.034690 1.684623 0.905361 -0.02 -0.11 0.00 0.06
H -1.410375 5.636716 2.261211 -0.01 0.00 0.00 0.11
H -1.690715 4.001679 2.877375 0.01 0.01 0.00 0.10
H -2.108771 4.401720 1.200403 0.01 0.01 0.00 0.07
H 1.037845 5.467000 2.988552 0.01 0.00 0.01 0.11
H 2.045887 4.133397 2.415836 0.00 0.02 -0.01 0.09
H 0.750968 3.823169 3.586350 0.00 0.04 -0.06 0.07
H 0.437815 6.085537 0.586387 0.00 0.00 -0.01 0.10
H -0.247995 4.871280 -0.500190 0.00 0.00 0.01 0.09
H 1.454373 4.766336 -0.007177 -0.01 0.00 0.00 0.09
```
Positions in Å, forces in eV/Å.

Values from the calculation:
strongest force on any atom: 0.23 eV/Å
HOMO-LUMO gap: 7.3 eV
calculated total energy: -57621.545 eV
total charge: +2
E_LUMO: -6.660 eV
energy relative to the best compared isomer or geometry (same formula, charge and spin): 0.00 kcal/mol

---

Among the records above, which one has the highest E_LUMO? C4H12N2O

---

Number 1 is which compound? C4H12N2O